[1]
86
Properties=species:S:1:pos:R:3:forces:R:3 method="wB97M-V/def2-TZVPD" smiles="CC(N)=O.CC(N)=O.CC(N)=O.CC(N)=O.CC(N)=O.CC(N)=O.CC(C)O.CC(C)O.ClCCCl" e_above_lowest_kcal_mol=0.0 lumo_ev=0.370 total_charge=0
H -2.529 -0.674 1.243 -0.075 0.531 -0.218
C 1.138 -5.938 -1.006 0.239 -0.669 0.046
H 0.006 -3.202 1.403 -0.193 0.181 0.038
C 1.333 3.745 2.859 -0.379 0.385 -1.775
H -2.869 2.456 3.803 0.071 -0.272 0.028
H -1.548 2.343 2.651 0.002 -0.125 -0.121
O 0.365 -2.609 -2.138 -0.815 1.174 -0.276
H 2.875 2.195 -2.177 0.206 -0.079 -0.275
H 3.395 4.414 2.767 -0.438 0.142 -0.270
C -0.554 -1.773 -2.322 0.777 -0.317 0.116
C 2.099 -0.491 0.597 -0.182 0.387 0.126
H -2.413 -1.317 -1.398 -0.140 -0.075 -0.011
H 1.336 -3.929 -1.268 0.474 -0.310 0.642
C 0.465 -6.085 -2.356 -0.382 -0.094 0.342
C 2.784 3.561 2.419 0.572 0.808 1.886
H -0.026 -7.053 -2.362 -0.021 -0.060 0.009
C 2.565 3.225 -2.321 -0.158 0.439 -0.130
H 1.837 3.717 4.910 0.149 0.218 -0.099
H -1.961 -3.041 -1.399 -0.075 -0.028 0.084
C -0.575 -3.790 2.117 0.182 -0.593 -1.366
H 1.722 5.362 4.246 -0.103 0.200 -0.068
O 0.597 4.560 1.892 0.659 -0.397 0.582
C 3.551 -0.629 -3.049 -2.148 1.541 -1.199
H -2.114 1.786 0.086 -0.033 0.001 -0.094
H -0.248 -3.479 3.101 -0.390 -0.032 0.292
C -2.048 -3.607 1.805 -0.702 1.632 0.249
H 0.517 3.713 -3.820 -0.002 -0.049 -0.215
H -0.967 0.109 -3.118 -0.346 0.136 0.195
N -0.286 -0.511 -2.728 1.052 -0.996 0.279
H 5.226 -0.052 -1.882 0.047 0.098 -0.107
N 0.192 3.480 -2.903 0.612 -0.120 0.379
O 2.506 0.041 -3.284 1.737 -1.277 0.915
H 2.713 3.594 -3.336 0.025 -0.475 -0.123
N 1.712 -4.734 -0.744 -0.689 0.160 -1.025
H 0.718 -0.299 -2.851 -0.543 0.026 -0.331
H 4.382 -2.500 -3.058 0.005 -0.152 0.184
O -2.623 0.305 1.261 -0.041 -0.909 0.188
H -0.290 -4.828 1.891 0.038 0.170 0.460
H -1.089 2.925 -0.782 0.332 -0.021 0.566
H 0.810 2.775 2.827 0.330 0.030 0.465
O -2.730 3.585 -2.457 0.063 -0.445 0.303
C -1.980 -2.128 -1.985 0.141 0.115 0.037
C -4.305 0.294 3.073 -0.539 0.271 -0.242
Cl 0.818 -0.153 2.967 -0.153 0.061 0.064
C -2.882 0.606 2.638 -0.081 0.058 0.172
H 4.895 1.106 -3.183 -0.310 0.203 -0.235
H 2.200 -4.653 0.125 0.013 0.247 0.284
H 2.642 -2.463 -3.081 -0.237 0.010 -0.002
H -2.412 -5.628 1.976 0.035 -0.204 0.072
H 3.175 3.873 -1.693 -0.248 -0.098 0.320
C 1.282 4.372 4.225 -0.453 -1.040 0.502
N -1.990 2.499 -0.625 -0.644 -0.161 -0.499
C 1.112 3.289 -1.920 -0.279 0.799 -0.420
H -0.295 -5.314 -2.496 0.221 0.124 -0.203
H -0.791 3.659 -2.686 -0.064 -0.033 -0.061
C -2.593 2.077 2.815 -0.062 0.591 0.139
H -4.447 0.742 4.060 -0.063 -0.369 0.086
O 0.777 3.202 -0.745 -0.042 -0.291 0.376
Cl 3.317 0.807 0.805 0.089 -0.320 -0.075
O -2.553 -2.480 1.593 0.742 -1.887 0.250
H -3.208 2.646 2.110 0.120 -0.053 -0.059
C 4.889 0.064 -2.918 0.136 -1.665 0.378
C -2.932 2.769 -1.545 -0.054 0.254 -0.058
C -4.281 2.073 -1.415 0.763 0.257 -0.361
H -3.805 -4.624 1.722 -0.213 -0.031 -0.116
H 2.480 -1.378 1.095 0.081 -0.108 -0.178
H -4.969 2.794 -0.981 -0.152 -0.143 0.171
O 1.206 -6.891 -0.242 0.071 0.336 0.036
N -2.812 -4.732 1.788 0.577 0.783 0.001
N 3.524 -1.984 -3.009 0.392 0.793 0.161
H 0.747 4.097 1.051 -0.231 0.332 0.002
H -4.546 -0.769 3.080 0.241 -0.043 0.163
H 5.562 -0.529 -3.550 0.255 0.461 0.108
H -4.204 1.155 -0.838 -0.172 0.079 0.207
H -2.599 -2.302 -2.864 0.082 0.112 -0.139
H -2.221 -0.021 3.248 0.148 0.223 0.006
H 0.263 4.343 4.621 0.004 0.467 -0.153
H 0.005 -0.765 0.823 -0.155 -0.083 0.237
H 1.194 -6.078 -3.164 0.022 0.267 -0.017
C 0.765 -0.082 1.195 0.395 -0.064 -0.764
H 1.992 -0.624 -0.477 -0.039 -0.215 -0.004
H -4.608 1.862 -2.430 -0.153 -0.052 -0.004
H 0.513 0.919 0.847 -0.078 0.069 0.292
H 2.987 3.468 1.365 -0.268 -0.535 -0.259
H -5.064 0.760 2.430 0.326 0.102 -0.105
H 3.176 2.771 3.073 0.122 -0.384 -0.780


[2]
115
Properties=species:S:1:pos:R:3:forces:R:3 method="wB97M-V/def2-TZVPD" lumo_ev=-0.231 total_charge=0
H 5.888 3.224 -7.021 0.012 -0.016 0.119
O -1.286 -2.066 -7.642 0.081 0.130 -0.033
O -1.081 1.645 -9.070 -0.143 -0.136 -0.159
C 6.680 2.578 -7.378 0.036 -0.043 -0.251
C -3.024 3.419 -0.886 0.117 -0.185 -0.039
N -4.074 -11.624 1.790 -0.030 0.087 0.154
H 3.109 3.930 4.725 -0.046 0.057 -0.037
C -1.529 -4.085 2.170 -0.732 0.459 -0.251
H 2.163 1.071 1.378 0.020 -0.026 -0.056
C -5.171 -7.263 3.627 0.553 -1.340 1.006
H 0.193 1.341 -7.064 -0.036 -0.022 -0.054
H 6.812 1.728 -6.718 -0.041 0.066 0.119
N 1.374 6.551 7.746 -0.070 0.054 -0.128
H -2.704 -3.323 -9.115 0.000 0.061 0.006
H 3.046 1.610 -2.926 -0.096 0.109 0.005
H 1.106 2.840 -7.396 -0.026 0.101 0.037
H 1.092 2.497 1.474 -0.123 0.068 -0.097
C 0.860 -5.676 3.711 -1.559 -0.535 1.282
O 2.528 2.617 -5.253 -0.160 0.079 -0.097
H -3.247 -10.505 3.349 0.048 0.083 -0.070
N -4.704 -1.042 -10.684 0.190 0.118 0.044
C 1.182 1.467 1.151 0.091 -0.062 0.061
H -3.473 -5.666 0.318 -0.398 0.195 -0.013
H 0.667 12.519 8.606 0.048 0.035 -0.087
H 2.488 -6.447 2.459 0.048 0.153 -0.145
N -2.024 -2.904 -7.171 -0.078 -0.073 -0.139
N -4.486 3.497 -1.154 0.149 -0.031 0.019
O 4.062 2.331 5.857 -0.061 -0.153 0.099
O 1.272 6.611 8.948 -0.004 0.009 0.192
N 7.944 3.363 -7.357 -0.115 -0.099 -0.072
O -1.096 10.308 7.606 -0.101 -0.124 0.043
O -0.063 1.863 -0.747 -0.196 0.070 -0.114
O -5.771 -0.610 -11.047 -0.172 0.038 -0.057
C -3.670 -6.016 2.454 -0.609 -0.214 -1.066
O -4.437 -2.220 -10.542 -0.023 -0.157 0.010
N 1.948 4.284 3.009 0.110 0.094 0.251
H -2.643 -4.720 -8.000 -0.053 -0.008 0.123
H 6.945 1.372 4.921 -0.005 0.068 -0.004
O -4.333 -7.302 2.542 -0.161 0.415 0.795
O 4.490 1.795 -5.553 -0.010 -0.070 -0.055
H 1.348 3.723 4.929 -0.072 0.076 -0.005
H 0.663 7.259 5.897 0.043 -0.028 0.000
H -4.352 -9.611 2.268 0.155 0.011 -0.040
H 2.049 5.362 4.794 -0.109 0.010 0.009
O -5.031 2.514 -1.605 -0.088 -0.119 -0.052
C -3.633 -0.051 -10.384 0.227 -0.071 0.073
O -4.870 -12.535 1.846 -0.087 -0.124 -0.030
O 2.851 3.841 2.329 0.102 -0.054 -0.049
H -2.541 4.183 -1.486 -0.018 0.081 0.071
N 3.595 2.213 -4.849 0.094 -0.037 0.206
H -0.761 -5.942 1.430 0.151 -0.159 0.135
S -0.409 -1.921 3.021 1.395 -0.446 1.453
H -3.996 0.594 -9.590 -0.053 0.070 -0.066
F -1.641 -1.213 2.436 -0.359 0.293 -0.568
H -4.458 -5.270 2.377 0.007 0.394 0.405
O 0.895 4.695 2.566 -0.165 -0.023 -0.095
H -3.448 0.517 -11.289 -0.089 0.072 0.015
H 3.719 3.262 -3.049 -0.118 0.001 -0.007
H -0.399 2.907 -6.436 0.050 0.108 -0.020
H 4.802 1.844 -3.172 0.032 0.005 -0.084
C 2.133 4.327 4.485 0.178 0.010 -0.100
H -1.091 12.336 8.886 -0.023 -0.062 -0.016
C 3.812 2.232 -3.378 0.152 -0.110 0.094
C -0.309 12.420 8.142 -0.129 0.049 0.136
H -3.923 -3.483 -7.822 -0.007 -0.060 0.057
O 1.898 1.027 -1.010 0.108 -0.058 -0.091
H 2.040 -7.381 3.876 0.145 -0.137 0.229
H -2.875 3.606 0.172 -0.001 0.113 -0.010
H 0.405 0.850 1.584 -0.061 0.027 -0.016
H -1.329 -4.867 0.198 0.045 0.143 -0.247
O -5.034 4.547 -0.898 -0.078 0.145 0.037
O -3.187 -11.519 0.970 0.133 0.016 -0.130
N -0.292 11.172 7.332 -0.052 0.140 0.093
H 1.002 -7.428 2.502 -0.247 -0.080 -0.228
H 5.994 0.660 6.260 -0.100 -0.038 -0.005
H 5.403 0.530 4.576 -0.074 -0.030 0.071
H -0.500 13.245 7.462 0.100 0.005 -0.037
C 1.654 -6.777 3.066 0.323 0.327 0.004
H -2.673 2.432 -1.160 -0.039 -0.021 -0.021
H 1.008 -4.739 1.465 -0.373 -0.155 -0.236
H -1.658 -4.390 3.201 0.295 -0.245 0.243
O -0.839 3.770 -8.837 -0.040 0.160 -0.068
C -2.883 -6.007 1.157 0.685 -0.182 0.104
C 0.124 2.407 -7.244 0.048 -0.179 0.047
O -0.726 -2.264 4.355 -0.845 -0.204 0.139
H -5.011 -10.762 3.463 -0.004 -0.061 -0.015
O 8.535 3.517 -8.403 0.092 0.034 -0.112
H -0.558 7.128 7.196 -0.007 0.079 0.108
C 5.952 1.140 5.287 0.177 -0.027 -0.052
O 0.532 11.101 6.448 0.150 -0.043 -0.107
H -2.745 -0.587 -10.072 -0.007 -0.020 0.018
N -0.333 -3.224 2.020 -0.365 -0.440 0.145
O -0.052 -5.942 4.466 1.147 0.528 -0.881
H 1.714 -3.218 1.897 0.178 0.230 0.075
O -5.028 -8.003 4.570 -0.402 0.755 -1.216
H -2.391 -3.459 1.951 -0.088 0.208 -0.091
H 0.649 8.443 7.232 -0.077 0.011 0.062
O 5.768 3.446 5.172 0.037 0.157 -0.053
N 0.992 1.451 -0.321 0.072 0.004 0.188
H 6.491 2.257 -8.395 0.060 0.033 -0.034
O 8.298 3.797 -6.283 0.046 0.063 0.157
O -2.116 -3.172 -5.993 0.002 -0.033 0.174
O 1.211 -4.362 3.482 -0.176 -0.556 -0.112
C -4.183 -10.538 2.801 -0.187 -0.090 0.135
N 5.202 2.415 5.451 0.134 -0.128 0.003
H -2.645 -7.042 0.941 0.036 -0.243 -0.107
H -3.069 -5.876 3.343 0.159 0.000 0.146
C -2.893 -3.669 -8.108 0.047 -0.017 -0.187
C -1.551 -5.237 1.191 0.174 -0.251 0.179
N -0.665 2.626 -8.488 0.091 -0.087 0.187
C 0.459 7.415 6.949 0.042 -0.046 -0.184
O 2.162 5.846 7.146 0.051 -0.033 -0.017
C 0.936 -3.917 2.165 0.869 0.567 -0.229
H -5.972 -6.518 3.560 -0.011 0.154 -0.056
O 0.745 -1.121 2.837 0.064 0.361 -0.865